Entry from the Open Molecules 2025 dataset: C12H22O8Si2 as an isolated structure in a non-equilibrium geometry (ωB97M-V with the def2-TZVPD basis set).

Cartesian coordinates (Å):
O1 -0.40914 0.31973 2.91993
O2 -1.35941 -2.90696 -1.11256
O3 2.23870 3.00601 0.20017
O4 -2.16891 0.45188 -0.79153
O5 0.94283 -1.44369 2.39881
O6 0.15845 -3.33859 0.58265
O7 1.60194 2.44897 -1.90042
O8 -0.83999 1.25182 -2.44056
C1 0.57142 -0.39094 3.11336
C2 -0.60025 -3.64037 -0.50962
C3 2.39777 3.07958 -0.99598
C4 -1.83592 0.48049 -1.94327
C5 1.50975 -0.07397 4.22973
C6 -0.51726 -5.09323 -0.86990
C7 3.44925 3.99724 -1.49857
C8 -2.49369 -0.54356 -2.85942
C9 -1.94212 -1.68663 1.54722
C10 -0.82732 3.35895 -0.49058
C11 0.48360 -0.66603 -0.20870
C12 0.44242 0.78576 0.16948
Si1 -0.07698 -1.82582 1.19125
Si2 0.14554 1.94183 -1.26556
H1 2.20931 0.69143 3.94114
H2 0.92651 0.33254 5.06401
H3 2.06647 -0.91714 4.62352
H4 -0.73864 -5.69224 0.02432
H5 -1.22703 -5.34853 -1.63220
H6 0.49069 -5.40286 -1.19834
H7 3.19509 5.01007 -1.14520
H8 3.43194 4.01509 -2.58569
H9 4.44459 3.70628 -1.11804
H10 -3.48801 -0.24402 -3.10303
H11 -2.60542 -1.51669 -2.38293
H12 -1.89651 -0.61724 -3.78201
H13 -2.57705 -1.69866 0.68418
H14 -2.09879 -0.70515 1.96720
H15 -2.20673 -2.43873 2.30106
H16 -0.51288 4.29457 -0.97347
H17 -0.59397 3.45948 0.56911
H18 -1.90341 3.19903 -0.58670
H19 -0.16642 -0.83777 -1.07867
H20 1.45478 -0.93579 -0.56623
H21 1.32556 1.16840 0.65336
H22 -0.40082 0.96547 0.85867

Summary:
- 2S+1 = 1
- relative energy (zero: lowest compared OMol25 entry of this formula, charge and spin) (kcal/mol) = 0.0

These are the Mulliken partial charges, in e, on atoms 1 to 6: atom 1 (O): -0.56, atom 2 (O): -0.53, atom 3 (O): -0.52, atom 4 (O): -0.46, atom 5 (O): -0.46, atom 6 (O): -0.51

Entry from the Open Molecules 2025 dataset: C32H48LaP2 as an isolated structure in a non-equilibrium geometry (ωB97M-V with the def2-TZVPD basis set).

Cartesian coordinates (Å):
La1 0.36206 -2.18956 -2.71384
C1 -0.28427 -3.16093 1.65076
C2 1.05583 -3.30768 1.20576
C3 1.01226 -1.62963 2.78559
C4 -0.31045 -2.12178 2.62476
C5 1.85740 -2.36545 1.91013
C6 -1.45905 -3.94248 1.21659
H1 -1.20091 -4.61776 0.39081
H2 -2.26979 -3.27825 0.87627
H3 -1.86364 -4.55331 2.04212
C7 -1.49183 -1.63421 3.35607
H4 -2.30846 -2.36931 3.32768
H5 -1.85589 -0.68910 2.91953
H6 -1.23836 -1.42876 4.40830
C8 1.40879 -0.54734 3.70377
H7 0.96820 -0.70730 4.69626
H8 1.05473 0.43054 3.34518
H9 2.49872 -0.50147 3.80580
C9 3.31818 -2.18383 1.78872
H10 3.82358 -2.43453 2.73774
H11 3.57415 -1.13566 1.55450
H12 3.73664 -2.83076 1.00396
C10 1.55068 -4.28565 0.20732
H13 1.95183 -5.18913 0.69578
H14 2.37171 -3.86457 -0.39356
H15 0.74151 -4.62405 -0.45747
C11 -0.79854 -0.83002 -4.15844
C12 -1.01146 -2.15789 -4.56847
C13 0.03469 -2.97338 -5.31604
C14 1.47785 -2.43066 -5.42605
C15 2.09955 -1.86297 -4.17396
C16 1.79957 -0.62074 -3.58156
C17 1.30252 0.55623 -4.42753
C18 -0.07005 0.20806 -5.02358
H16 -0.32058 -3.08656 -6.35227
H17 1.53121 -1.71759 -6.26841
H18 0.08871 -3.99968 -4.88649
H19 0.03637 -0.16312 -6.05438
H20 -1.42856 -0.37785 -3.37654
H21 -1.98515 -2.66441 -4.41894
H22 -0.71168 1.10165 -5.11487
H23 1.25888 1.45867 -3.79195
H24 2.35043 -0.34610 -2.65197
H25 2.01734 0.83261 -5.22775
H26 2.09326 -3.29354 -5.73071
H27 3.02372 -2.40051 -3.86163
P1 -2.26916 1.36936 -0.38567
P2 1.44219 1.84240 0.04880
C19 -0.95151 2.00007 -1.47807
C20 0.12829 2.87134 -0.78368
H28 -1.46445 2.59308 -2.25141
H29 -0.47045 1.15969 -2.00359
H30 0.61445 3.48905 -1.56632
H31 -0.32945 3.52310 -0.01169
C21 1.75858 2.79967 1.57370
H32 2.58381 2.30939 2.10535
H33 0.88303 2.79817 2.23115
H34 2.04822 3.82908 1.32973
C22 2.89934 2.31383 -0.94151
H35 2.67992 3.19211 -1.55528
H36 3.15835 1.46741 -1.58680
H37 3.73158 2.53240 -0.26553
C23 -3.73036 2.41820 -0.56825
H38 -4.57963 1.91477 -0.07902
H39 -3.95305 2.56901 -1.63616
H40 -3.52779 3.38935 -0.09354
C24 -2.72388 -0.31933 -0.75246
H41 -1.95753 -1.02083 -0.39665
H42 -2.85217 -0.45630 -1.83512
H43 -3.65971 -0.55461 -0.24594
C25 -1.62417 1.35920 1.22179
C26 -1.48265 1.73800 2.39335
C27 -1.43141 2.56831 3.53746
C28 -1.52412 3.97122 3.38611
C29 -1.60058 4.78787 4.50206
C30 -1.53617 4.21704 5.78578
C31 -1.37787 2.83334 5.94389
C32 -1.31582 2.00791 4.82650
H44 -1.54228 4.38765 2.37217
H45 -1.70835 5.86474 4.37028
H46 -1.59950 4.85590 6.66784
H47 -1.31064 2.38823 6.94818
H48 -1.19675 0.91994 4.91556

Summary:
- 2S+1 = 1
- charge = +1
- relative energy (zero: lowest compared OMol25 entry of this formula, charge and spin) (kcal/mol) = 198.5

These are the Mulliken partial charges, in e, on atoms 1 to 6: atom 1 (La): 0.68, atom 2 (C): 0.24, atom 3 (C): 0.47, atom 4 (C): 0.51, atom 5 (C): 0.57, atom 6 (C): 0.28

Entry from the Open Molecules 2025 dataset: C12H26N4O7Sr as an isolated structure in a non-equilibrium geometry (ωB97M-V with the def2-TZVPD basis set).

Cartesian coordinates (Å):
O1 -0.05410 0.29789 -5.49025
H1 -0.54876 -0.01650 -6.26566
Sr1 0.18772 -0.05357 -0.07751
N1 0.02798 2.42043 0.36339
N2 1.47374 1.32506 -1.64764
N3 -1.76836 -1.22706 0.65792
N4 -0.45953 -1.84129 -1.64150
O2 -0.48073 2.74134 1.49140
O3 -2.40084 -0.99299 1.91950
O4 0.17789 -2.26393 -2.86559
O5 2.23580 0.68658 -2.46540
C1 2.00566 2.39670 -0.97454
C2 1.30635 2.85545 0.17411
C3 -1.59850 -2.50884 0.36600
C4 -0.95398 -2.85415 -0.90753
C5 1.81044 3.79795 1.20411
H2 1.98881 3.25795 2.15309
H3 0.98863 4.50779 1.41033
H4 2.71323 4.33095 0.89085
C6 3.22496 3.00398 -1.54089
H5 2.99002 3.29529 -2.57731
H6 4.10785 2.34397 -1.57777
H7 3.48556 3.90223 -0.98383
C7 -2.12170 -3.52251 1.32990
C8 -0.92604 -4.28075 -1.35928
H8 -2.71479 -2.97186 2.07620
H9 -1.30401 -4.05433 1.85401
H10 -2.75567 -4.25525 0.80078
H11 -0.14293 -4.46435 -2.10103
H12 -1.91385 -4.51623 -1.79077
H13 -0.79429 -4.98305 -0.51865
H14 -1.85314 -0.34104 2.38630
H15 0.76890 -1.52903 -3.13624
C9 -0.98227 0.79403 -4.52153
H16 -0.39964 1.47144 -3.89599
H17 -1.39552 -0.01985 -3.91356
H18 -1.82235 1.35747 -4.95286
O6 -2.25541 1.20795 -0.65361
H19 -2.79560 0.60667 -0.12339
H20 -2.09659 2.01270 -0.09308
C10 0.94129 -1.41633 3.62876
C11 0.72453 -0.00493 3.18330
C12 -0.01612 0.94606 4.05888
O7 1.18260 0.36373 2.07827
H21 0.84724 -1.51823 4.70102
H22 1.90921 -1.86078 3.33321
H23 0.11151 -1.99844 3.21485
H24 0.45375 1.95097 4.07078
H25 -1.02559 1.08065 3.64514
H26 -0.08339 0.54002 5.08337

Summary:
- 2S+1 = 1
- relative energy (zero: lowest compared OMol25 entry of this formula, charge and spin) (kcal/mol) = 29.3

These are the Mulliken partial charges, in e, on atoms 1 to 6: atom 1 (O): -0.52, atom 2 (H): 0.28, atom 3 (Sr): 1.97, atom 4 (N): -0.05, atom 5 (N): 0.40, atom 6 (N): 0.03

Entry from the Open Molecules 2025 dataset: a 6-piece molecular cluster, C52H62F3N9O5 overall in a non-equilibrium geometry (ωB97M-V with the def2-TZVPD basis set).

Cartesian coordinates (Å):
C1 7.32579 15.84473 17.09531
N1 8.33424 16.27721 18.09850
C2 7.86307 16.86192 19.22187
C3 8.74017 17.45069 20.12338
C4 10.10152 17.43836 19.91616
C5 10.57499 16.89415 18.66442
C6 9.65232 16.28521 17.85313
C7 11.02419 18.03009 20.85916
C8 12.31536 18.36811 20.49273
C9 13.15099 19.02220 21.35940
N2 12.73086 19.36579 22.56869
C10 11.52936 19.01463 23.00405
C11 10.64451 18.39711 22.17492
C12 13.59379 20.15201 23.50219
H1 6.73899 16.67173 16.65765
H2 6.63135 15.09639 17.48311
H3 7.87548 15.32383 16.26155
H4 6.78944 16.75395 19.41498
H5 8.21804 17.89608 20.95681
H6 11.59368 16.97881 18.25004
H7 9.93679 15.92108 16.89483
H8 12.71556 18.04235 19.53766
H9 14.16923 19.27824 21.15424
H10 11.25025 19.44509 23.94397
H11 9.73682 18.08920 22.66069
H12 12.83419 20.74257 23.99832
H13 14.20289 20.80886 22.90967
H14 14.19931 19.52985 24.14789
C13 17.28175 10.90798 7.82654
N3 17.29246 10.34419 9.19754
C14 17.96555 9.22211 9.49959
C15 17.95229 8.74667 10.79659
C16 17.09694 9.34408 11.77131
C17 16.21438 10.37825 11.31759
C18 16.38654 10.85782 10.10180
C19 17.01711 8.89539 13.14515
C20 16.52261 9.71478 14.13686
C21 16.49961 9.29080 15.42230
N4 16.87882 8.03104 15.74554
C22 17.28356 7.18666 14.78077
C23 17.41448 7.59158 13.48221
C24 16.68759 7.55174 17.12249
H15 17.34478 11.96164 7.94106
H16 16.29950 10.75564 7.38168
H17 18.10270 10.54366 7.30672
H18 18.61110 8.73960 8.79258
H19 18.65901 7.96351 11.00144
H20 15.42120 10.81410 11.92316
H21 15.85950 11.77828 9.77742
H22 16.31741 10.74585 13.97407
H23 16.25208 10.05675 16.14344
H24 17.46398 6.16692 15.05240
H25 17.67352 6.84888 12.76582
H26 15.73364 7.06209 17.31598
H27 16.88500 8.38471 17.78808
H28 17.40583 6.72411 17.27384
C25 22.45081 13.29011 23.76495
N5 22.13798 13.97036 22.49409
C26 20.98850 13.57476 21.93174
C27 20.55072 14.07347 20.70884
C28 21.43118 14.88176 19.97843
C29 22.64161 15.27711 20.60839
C30 22.94678 14.86748 21.88829
C31 21.20322 15.41052 18.60285
C32 22.23610 15.19040 17.69318
C33 21.97285 15.55824 16.38521
N6 20.78067 16.04505 16.00095
C34 19.90750 16.48213 16.89884
C35 20.09784 16.14299 18.25478
C36 20.53385 16.02925 14.53186
H29 22.25693 12.21633 23.58905
H30 21.76386 13.62884 24.52218
H31 23.44494 13.48816 24.04380
H32 20.38340 12.84422 22.43630
H33 19.64279 13.62298 20.35533
H34 23.36681 15.91776 20.09640
H35 23.79377 15.24138 22.44701
H36 23.21514 14.85673 18.02084
H37 22.65212 15.38448 15.56781
H38 19.01604 16.88608 16.46771
H39 19.28379 16.35622 18.93123
H40 21.04180 15.14816 14.18353
H41 20.96467 16.91284 14.05557
H42 19.46895 15.94534 14.40523
C37 14.17798 17.62892 12.51983
N7 13.85159 19.05112 12.21612
C38 13.32811 19.33621 11.02876
C39 13.09347 20.64378 10.69862
C40 13.39222 21.64985 11.61703
C41 13.88113 21.26849 12.85152
C42 14.17318 19.99628 13.12675
C43 13.16144 23.13303 11.48573
C44 13.98705 24.08090 12.06162
C45 13.69044 25.39584 12.07896
N8 12.56792 25.80955 11.53498
C46 11.62589 24.91550 11.14618
C47 11.89049 23.56965 11.10345
C48 12.24356 27.27670 11.50625
H43 13.30604 16.98174 12.31975
H44 14.43422 17.61839 13.57058
H45 15.01084 17.33854 11.91855
H46 13.06245 18.55593 10.33022
H47 12.69730 20.81168 9.69549
H48 14.16080 21.93318 13.63281
H49 14.59569 19.65245 14.07299
H50 14.90669 23.74025 12.49960
H51 14.33415 26.18950 12.39686
H52 10.60726 25.21233 10.96537
H53 11.12085 22.87557 10.90580
H54 11.48711 27.53650 12.27571
H55 11.84392 27.46332 10.49585
H56 13.22478 27.79435 11.60835
C49 18.37349 12.66891 14.12968
O1 18.61464 11.42767 13.39831
O2 17.17326 12.99104 14.25969
C50 19.00393 12.38470 15.81947
F1 17.97444 12.91065 16.60208
F2 19.45455 11.25933 16.37349
F3 20.03494 13.31302 16.09822
C51 19.68054 11.31094 12.61552
C52 20.79070 10.36700 13.04184
H57 20.59722 9.87671 13.96881
H58 20.95514 9.52183 12.37220
H59 21.74934 10.82067 13.12334
H60 20.19263 12.29163 12.49672
H61 19.40304 10.93155 11.61209
H62 19.07542 13.37655 13.70231
N9 14.62642 18.00118 16.35331
O3 14.38216 17.85327 17.54205
O4 15.67354 17.63671 15.86129
O5 13.79404 18.57508 15.67025

Summary:
- 2S+1 = 1
- charge = +6

These are the Mulliken partial charges, in e, on atoms 1 to 6: atom 1 (C): -0.84, atom 2 (N): 0.06, atom 3 (C): -0.44, atom 4 (C): -0.67, atom 5 (C): 1.26, atom 6 (C): -0.62

no.,DFT total energy (a.u.)
1,-1651.60997
2,-1961.82441
3,-1249.00157
4,-3184.91774